Here is 2 unconnected molecules or ions with the total composition C4H13NOS from the OMol25 dataset. Energies are from ωB97M-V/def2-TZVPD.

Structure (XYZ):
```
20
Properties=species:S:1:pos:R:3:forces:R:3
H -1.39499 0.97919 1.39822 0.03 -0.56 -0.07
H 1.31062 1.10128 0.17198 0.09 -0.34 -0.69
H -0.05450 -2.78764 -1.39611 -0.53 0.51 -0.28
H -1.36587 1.41506 -5.27067 0.04 0.14 -0.84
H 0.60306 -1.22303 1.79580 -0.61 -0.25 -0.33
N 0.76356 -0.17465 3.50620 -1.26 -1.03 -0.66
C -0.05021 -0.50919 2.28688 1.58 1.24 1.65
H 1.74079 -0.33696 3.37077 0.28 0.74 0.26
H 0.41914 0.65760 3.95514 0.77 0.13 0.09
C -0.31750 0.75691 1.45581 -1.38 1.01 -0.64
H 1.48308 -2.09683 -1.00087 -0.08 0.27 -0.14
H -0.94877 -0.93587 2.72531 -0.23 -0.32 -0.80
S -0.23068 -0.33309 -1.11884 -0.95 -1.34 -1.97
H -1.61426 2.11749 -6.66706 0.37 -0.72 0.70
H -0.16176 1.79577 -0.46881 -0.09 0.05 0.13
H 0.31652 -2.31953 0.24841 -0.35 0.05 -0.13
O -1.17000 1.36117 -6.22688 -0.41 0.56 0.16
C 0.41062 -2.01310 -0.79293 1.31 0.13 1.03
C 0.24125 0.90686 0.01551 1.02 -0.08 2.45
H 0.01990 1.63854 2.01217 0.38 -0.21 0.09
```
Positions in Å, forces in eV/Å.

Its HOMO-LUMO gap is 9.11 eV. The calculation puts the highest occupied orbital energy at -8.46 eV. The value obtained for the energy relative to the best compared isomer or geometry (same formula, charge and spin) is 34.6 kcal/mol. Its structure (SMILES) is CSCCCN.O.

---

Here is 2 unconnected molecules or ions with the total composition C4H13NOS from the OMol25 dataset. Energies are from ωB97M-V/def2-TZVPD.

Structure (XYZ):
```
20
Properties=species:S:1:pos:R:3:forces:R:3
H -1.34273 -2.22364 0.65402 -1.56 -0.81 -0.19
H 3.78376 2.61967 -0.70151 -2.72 2.43 0.04
N 1.73631 -1.01234 0.36657 3.38 -0.02 -1.23
O 3.00250 3.31543 -0.82686 1.50 -1.61 1.92
H 2.55159 -1.20363 -0.28228 -0.83 0.28 1.28
H 0.41466 -1.77484 -1.07285 -0.25 0.06 -2.68
C -0.62532 -1.47991 0.78664 3.58 2.38 0.47
C -1.72533 0.34582 -0.69801 0.53 -1.87 -1.00
H -4.09653 1.28446 0.27907 2.05 -0.37 -1.26
H 2.62440 3.55822 0.08424 1.21 -0.84 -1.94
H -1.81850 0.50702 1.39697 1.85 -1.67 -0.37
H -2.27657 -0.51741 -1.13961 0.83 0.06 0.61
H -0.86818 0.53563 -1.49908 -2.20 0.45 1.43
C 0.69937 -1.83110 -0.08629 -3.50 -1.20 3.38
H 0.87764 -2.87053 0.21919 0.21 0.12 -0.46
S -3.08263 1.58271 -0.72060 -0.67 1.06 0.60
C -1.02123 0.00725 0.69793 -2.96 1.77 -2.07
H -0.17381 -1.49125 1.77234 -0.30 -0.80 0.59
H -0.18507 0.71650 0.62675 0.06 -0.52 0.91
H 1.52567 -0.06807 0.14338 -0.22 1.09 0.00
```
Positions in Å, forces in eV/Å.

Its HOMO-LUMO gap is 9.40 eV. The calculation puts the highest occupied orbital energy at -8.88 eV. The value obtained for the energy relative to the best compared isomer or geometry (same formula, charge and spin) is 59.2 kcal/mol. Its structure (SMILES) is NCCCCS.O.

---

Here is 2 unconnected molecules or ions with the total composition C4H13NOS from the OMol25 dataset. Energies are from ωB97M-V/def2-TZVPD.

Structure (XYZ):
```
20
Properties=species:S:1:pos:R:3:forces:R:3
C -1.09128 0.57773 -0.94185 1.37 0.39 -0.26
H -2.09619 0.90658 -1.04791 -1.10 0.20 -0.26
H -0.83974 0.86660 2.43146 0.49 0.65 -1.58
H 0.79808 -3.18108 0.45401 -0.77 1.57 1.77
H 1.17776 2.09405 2.17441 -0.26 0.50 -0.61
N -0.88136 0.18115 0.45939 -1.66 -1.66 -2.86
H -0.47228 1.49420 -1.24283 -0.45 -1.04 0.45
C 0.85101 1.67132 1.20768 0.51 0.56 2.11
H 2.49489 0.11389 2.28446 -0.44 0.39 -0.53
H 0.88046 2.43791 0.43939 0.69 -0.16 -0.17
H 0.33247 -0.73323 -2.17431 -1.40 0.33 0.54
O 1.29458 -3.80333 -0.01792 1.44 -1.01 0.12
C -0.61066 1.22839 1.35317 1.11 -1.54 2.09
H -0.27400 -0.61786 0.34318 0.56 0.35 1.34
S 2.16647 0.38669 0.98663 -0.38 -0.01 -0.15
H -1.28598 2.04856 1.15213 -0.11 0.32 -0.07
H 0.76821 -3.83434 -0.78611 -0.65 -0.54 -1.89
C -0.77415 -0.49826 -2.02101 1.36 2.35 -1.14
H -1.34281 -1.37803 -2.10888 -0.81 -1.29 0.82
H -1.09547 0.03906 -2.94508 0.53 -0.34 0.29
```
Positions in Å, forces in eV/Å.

Its HOMO-LUMO gap is 9.36 eV. The calculation puts the highest occupied orbital energy at -8.61 eV. The value obtained for the energy relative to the best compared isomer or geometry (same formula, charge and spin) is 38.4 kcal/mol. Its structure (SMILES) is CCNCCS.O.

---

Here is 2 unconnected molecules or ions with the total composition C4H13NOS2 from the OMol25 dataset. Energies are from ωB97M-V/def2-TZVPD.

Structure (XYZ):
```
21
Properties=species:S:1:pos:R:3:forces:R:3
H -0.54743 -1.52818 -1.99241 0.56 0.36 0.16
C -1.99052 0.71709 0.88619 -1.88 -1.04 1.38
S -1.70884 -1.08137 1.12127 -3.42 0.77 0.84
O 1.52016 2.84238 1.14912 6.49 -3.46 -3.52
H 1.86301 3.62869 0.84448 0.63 2.75 -0.70
C -0.00553 1.31729 -1.81080 -1.09 -3.87 9.70
H 0.80496 2.89797 1.60456 -7.14 1.00 4.44
H -2.90172 0.81919 0.28778 -0.03 0.06 0.28
H -1.27037 1.26040 0.37810 1.87 0.59 -0.68
H -2.14839 1.12622 1.88932 -0.07 0.24 -0.29
H -0.03057 1.90408 -2.57247 0.50 3.32 -5.16
H -1.05378 0.93470 -1.57558 1.16 0.17 -0.92
C 0.36204 -1.37066 -1.37911 2.10 2.59 -0.66
C 1.07601 0.15362 -1.56345 -0.58 1.22 -1.20
H 2.07463 1.34880 -0.08428 -0.87 3.55 1.42
N 2.11176 0.49986 -0.48074 -0.81 -5.83 -2.83
H 2.00901 -0.23035 0.25415 0.06 0.82 -0.56
S 0.12841 -1.63678 0.33823 2.78 -1.22 0.36
H 1.20254 -2.01514 -1.64415 -0.41 -0.38 -0.45
H 1.58664 0.25319 -2.55190 0.19 -1.09 0.64
H 0.10281 1.94866 -0.81440 -0.04 -0.55 -2.23
```
Positions in Å, forces in eV/Å.

Its HOMO-LUMO gap (alpha / beta) is 2.32 / 6.41 eV. The calculation puts the highest occupied orbital energy (alpha / beta) at 0.69 / -3.51 eV. The value obtained for the energy relative to the best compared isomer or geometry (same formula, charge and spin) is 63.1 kcal/mol. Its spin multiplicity is 2. Its total charge is -1.

---

> The lowest energy relative to the best compared isomer or geometry (same formula, charge and spin) belongs to which entry?

number 1

---

Copy entry 3 word for word.
Here is 2 unconnected molecules or ions with the total composition C4H13NOS from the OMol25 dataset. Energies are from ωB97M-V/def2-TZVPD.

Structure (XYZ):
```
20
Properties=species:S:1:pos:R:3:forces:R:3
C -1.09128 0.57773 -0.94185 1.37 0.39 -0.26
H -2.09619 0.90658 -1.04791 -1.10 0.20 -0.26
H -0.83974 0.86660 2.43146 0.49 0.65 -1.58
H 0.79808 -3.18108 0.45401 -0.77 1.57 1.77
H 1.17776 2.09405 2.17441 -0.26 0.50 -0.61
N -0.88136 0.18115 0.45939 -1.66 -1.66 -2.86
H -0.47228 1.49420 -1.24283 -0.45 -1.04 0.45
C 0.85101 1.67132 1.20768 0.51 0.56 2.11
H 2.49489 0.11389 2.28446 -0.44 0.39 -0.53
H 0.88046 2.43791 0.43939 0.69 -0.16 -0.17
H 0.33247 -0.73323 -2.17431 -1.40 0.33 0.54
O 1.29458 -3.80333 -0.01792 1.44 -1.01 0.12
C -0.61066 1.22839 1.35317 1.11 -1.54 2.09
H -0.27400 -0.61786 0.34318 0.56 0.35 1.34
S 2.16647 0.38669 0.98663 -0.38 -0.01 -0.15
H -1.28598 2.04856 1.15213 -0.11 0.32 -0.07
H 0.76821 -3.83434 -0.78611 -0.65 -0.54 -1.89
C -0.77415 -0.49826 -2.02101 1.36 2.35 -1.14
H -1.34281 -1.37803 -2.10888 -0.81 -1.29 0.82
H -1.09547 0.03906 -2.94508 0.53 -0.34 0.29
```
Positions in Å, forces in eV/Å.

Its HOMO-LUMO gap is 9.36 eV. The calculation puts the highest occupied orbital energy at -8.61 eV. The value obtained for the energy relative to the best compared isomer or geometry (same formula, charge and spin) is 38.4 kcal/mol. Its structure (SMILES) is CCNCCS.O.